Molecular formula: C33H62IN2O2PS
Method: DFT, ωB97M-V/def2-TZVPD

Its SMILES is CCCCCCCCCCCCCCCCCC[PH](I)(C[C@@H](C)OCc1ccccc1)N=C=S.COC[C@@H](C)N. The LUMO energy comes out at 0.366 eV. The HOMO energy is -9.08 eV. The value obtained for the HOMO-LUMO gap is 9.4 eV. The total energy is -70526.598 eV.

The geometry in ORCA input format:
```
! RIJCOSX wB97M-V def2-TZVPD def2/J DEFGRID3
* xyz 0 1
C -1.7202 -3.5259 0.2287
N 5.2831 3.1963 -6.0048
H 2.0931 -1.2978 -2.1688
H 2.0229 4.2798 1.8354
C 1.5476 3.1840 -5.8571
C -5.5984 -0.6906 2.7429
C 1.6898 -0.8358 -1.2706
H -3.2402 -3.7872 2.5207
H -0.7130 -2.0461 -2.0672
S -2.1160 0.4609 1.0770
H -4.8016 -0.3344 2.0904
C 1.6897 1.6935 -1.8118
H -1.8556 -4.4298 0.8025
H 0.9760 2.4962 -2.0023
H 2.3166 1.6264 -2.6994
C -7.8008 0.0960 1.7772
H 3.0836 3.0073 -0.9087
C 3.9585 4.1581 -7.8073
N -2.8027 -1.3573 -0.8795
H -3.4915 -3.3188 -1.8336
H 0.7882 3.0216 -5.0925
C 4.1530 -3.2454 1.3545
O 2.5728 2.2293 -5.6519
H 3.8346 1.4305 4.9473
H 4.7923 4.6743 -8.2819
C -4.8740 -2.5499 0.3783
H -5.0562 -1.4894 0.2357
C 0.8394 -1.8897 -0.5510
H 3.4738 3.5555 1.1852
H 5.0268 -3.8399 1.5992
O -6.0510 -1.9773 2.3566
H -5.4879 -3.8476 1.9922
C -3.7730 -2.8579 2.7075
H -7.8508 -0.7851 1.1604
H 1.8373 2.4945 3.5199
C 2.5199 2.1250 -0.6128
C -0.7216 -3.8739 -0.8989
H 0.4177 0.2016 -2.6074
H -4.0319 -2.8705 3.7603
H -9.6191 2.9004 2.4335
H 0.1818 -1.3987 0.1625
C -8.8186 2.1799 2.4926
H 2.6464 1.7250 -7.6564
C -6.7403 0.2936 2.6647
H 0.0804 0.5791 -0.9324
H 1.3981 -1.9801 4.6997
C 2.7632 2.6388 2.9641
C -7.7656 2.3803 3.3871
P -3.3523 -3.0882 -0.4775
H 2.5457 -0.6048 -0.6370
H 1.5033 0.3739 4.2248
H 3.1275 -2.0967 4.9745
H -5.6786 -3.0598 -0.1431
H 3.5328 4.8432 -7.0749
C 3.3185 1.8842 -6.8025
H 2.2903 0.0159 5.7397
H -7.7578 3.2540 4.0197
C -8.8344 1.0385 1.6857
H 4.6710 3.5104 -5.2565
H -5.2597 -0.7307 3.7774
H 3.2039 3.9603 -8.5713
H -3.1005 -2.0319 2.4948
H 1.2592 1.6447 1.0906
I -4.1551 -5.5813 -0.2439
H -1.2792 -4.4045 -1.6716
H 3.3647 3.3231 3.5656
H -1.3461 -2.7695 0.9134
C 2.3665 -1.6030 4.3732
C 3.6481 0.6426 4.2180
H 1.9936 -2.9287 2.7458
C 3.9616 -2.1174 2.3950
H 5.0780 2.3533 -7.8908
H 3.7748 0.9183 -6.5697
C 2.5157 -1.9863 2.9012
H 4.2332 -1.1828 1.9134
H -5.9121 1.5837 4.1621
H 0.6703 -3.0961 -2.2847
H 3.2388 1.3709 -0.2993
H -0.0110 -4.5843 -0.4914
H 4.6189 -2.2880 3.2404
C 2.3765 -0.1069 4.6615
H -9.6501 0.8977 0.9953
H 0.8597 3.1472 0.2468
H 1.0837 3.0771 -6.8416
H 1.9295 4.2008 -5.7389
C 0.8843 0.4020 -1.6441
C -5.0432 -2.8676 1.8799
C -2.5204 -0.5765 -0.0342
H 3.0473 0.6881 2.1332
H 4.4922 -0.0410 4.2451
H 3.3022 -3.9211 1.3693
C -0.0154 -2.6892 -1.5412
C 4.4443 2.8647 -7.1602
H 5.7100 2.3483 -5.6433
H 4.2716 -2.8323 0.3605
H 1.9808 -1.2570 2.2969
C -6.7304 1.4400 3.4706
C 2.5054 3.3281 1.6289
C 3.5388 1.3343 2.8585
C 1.6772 2.5251 0.6035
H 4.5412 1.5590 2.4952
H 1.4990 -2.6034 -0.0680
*
```